[1]
57
Properties=species:S:1:pos:R:3 method="wB97M-V/def2-TZVPD" smiles="Cc1ccc(CC(=O)NCC(C)(C)NC(=O)[C@H]2CCN3CC[C@H]2C3)c(Cl)c1" charge=0 e_homo_ev=-8.5
C -1.0677 4.6935 -0.3380
C -1.1813 3.5742 0.6600
C -2.3630 2.8596 0.8215
C -2.4475 1.8207 1.7326
C -1.3652 1.4514 2.5264
C -1.4873 0.2836 3.4696
C -1.1065 -1.0065 2.7443
O -1.8676 -1.5350 1.9573
N 0.1317 -1.4837 3.0345
C 0.6836 -2.6741 2.4206
C 1.6244 -2.3703 1.2428
C 2.7717 -1.4660 1.6911
C 2.1976 -3.6745 0.6998
N 0.8769 -1.6148 0.2395
C 0.0159 -2.1335 -0.6746
O -0.1589 -3.3297 -0.8260
C -0.7256 -1.1377 -1.5589
C -0.6436 0.3473 -1.1771
C 0.6164 1.0466 -1.7105
N 0.9577 0.6875 -3.0900
C -0.1889 0.9000 -3.9908
C -1.0368 -0.4042 -3.9665
C -0.2610 -1.3286 -3.0144
C 1.1566 -0.7657 -3.1593
C -0.1941 2.1846 2.3606
Cl 1.2094 1.8423 3.3484
C -0.0922 3.2213 1.4487
H -2.0515 5.0324 -0.6595
H -0.5320 5.5447 0.0821
H -0.5204 4.3689 -1.2258
H -3.2294 3.1183 0.2246
H -3.3700 1.2622 1.8315
H -0.8832 0.4331 4.3635
H -2.5288 0.1715 3.7650
H 0.6980 -0.9547 3.6748
H 1.2205 -3.2504 3.1774
H -0.1513 -3.2705 2.0544
H 3.3203 -1.9291 2.5133
H 3.4650 -1.3056 0.8643
H 2.4097 -0.4918 2.0273
H 2.8914 -4.0837 1.4369
H 1.4202 -4.4013 0.4847
H 2.7491 -3.4854 -0.2219
H 0.8705 -0.6164 0.3619
H -1.7677 -1.4595 -1.4907
H -1.5184 0.8450 -1.6032
H -0.7386 0.4805 -0.0960
H 0.4805 2.1287 -1.6591
H 1.4942 0.8172 -1.0990
H -0.7505 1.7797 -3.6728
H 0.1861 1.0949 -4.9964
H -2.0615 -0.2341 -3.6323
H -1.0867 -0.8462 -4.9623
H -0.3435 -2.3808 -3.2821
H 1.5804 -1.0233 -4.1334
H 1.8511 -1.0957 -2.3848
H 0.8418 3.7630 1.3662

***

[2]
41
Properties=species:S:1:pos:R:3 method="wB97M-V/def2-TZVPD" s_squared=6.03 charge=+2 spin_multiplicity=5 e_homo_ev="-11.5 / -15.6"
Rh -0.3711 -0.0270 0.8203
P -1.7845 1.6587 0.4759
C -1.1392 2.1706 -1.1632
C 0.3827 1.9916 -1.2292
N 0.9272 1.0648 -0.4132
C 2.2484 0.7821 -0.3861
C 3.1098 1.5356 -1.1946
C 2.5889 2.4944 -2.0545
C 1.2157 2.7214 -2.0905
C 2.7226 -0.3370 0.5452
P 1.3289 -1.4042 1.0643
H 0.7690 3.4116 -2.8000
H 4.1843 1.3755 -1.1000
H 3.2501 3.0597 -2.7011
H 3.4915 -0.9586 0.0662
H 3.1804 0.0652 1.4642
H -1.6430 1.4935 -1.8860
H -1.4533 3.1993 -1.3853
H -1.8813 -2.9778 -1.8735
O -1.8402 -2.0587 -2.2448
H -2.3099 -2.0535 -3.0878
H -2.0379 -4.1122 0.4210
O -1.5366 -4.2166 -0.4041
H -1.1595 -5.1063 -0.3406
C 1.0944 -2.6208 -0.2188
H 2.0511 -3.0929 -0.4562
H 0.3097 -3.3426 0.0430
H 0.6843 -2.1049 -1.0917
C 1.5484 -2.0361 2.7372
H 0.6474 -2.6231 2.9869
H 2.4613 -2.6509 2.8280
H 1.5753 -1.1841 3.4393
C -1.4252 2.9687 1.6478
H -1.7807 3.9504 1.3241
H -1.8711 2.7015 2.6089
H -0.3448 2.9894 1.8112
C -3.5437 1.2559 0.3929
H -3.8377 0.8579 1.3752
H -4.1633 2.1272 0.1193
H -3.6725 0.4304 -0.3241
I -1.9758 -1.3981 2.2745

***

Relative energy (zero: lowest compared OMol25 entry of this formula, charge and spin): 5.19 28.37 (kcal per mole)